Model w:
Entry from the Open Molecules 2025 dataset: 2 unconnected molecules or ions with the total composition H2N3O2S (ωB97M-V/def2-TZVPD).

The multiplicity is 1. As for the HOMO-LUMO gap: 7.2 eV. The total charge is -1. The LUMO energy is 4.106 eV.

CARTESIAN COORDINATES (ANGSTROEM)
N1 -1.304 -1.462 -0.257
N2 1.648 0.211 -0.137
N3 -0.885 -0.575 0.478
O1 1.262 1.398 -0.056
O2 -1.317 0.743 0.265
S1 3.045 -0.277 0.318
H1 -2.194 -1.209 -0.836
H2 -0.255 1.169 0.224

---

Model x:
Entry from the Open Molecules 2025 dataset: a gas-phase ion, H2N3O2S (charge -1) (ωB97M-V/def2-TZVPD).

The SMILES is [O-]/[N+](=N\O)N[S-]. The multiplicity is 1. As for the HOMO-LUMO gap: 7.2 eV. The total charge is -1. The LUMO energy is 3.552 eV.

CARTESIAN COORDINATES (ANGSTROEM)
N1 -1.246 -0.937 -0.034
N2 -0.323 0.054 -0.168
N3 0.854 0.049 0.411
O1 -0.609 1.067 -0.962
O2 1.638 1.106 0.125
S1 -3.199 -1.533 -0.740
H1 -1.130 -1.669 0.648
H2 1.268 1.810 -0.378

---

Model y:
Entry from the Open Molecules 2025 dataset: 2 unconnected molecules or ions with the total composition H2N3O2S (ωB97M-V/def2-TZVPD).

The multiplicity is 1. As for the HOMO-LUMO gap (alpha / beta): 6.9 / 6.5 eV. The total charge is -1. The LUMO energy (alpha / beta) is 3.803 / 3.723 eV.

CARTESIAN COORDINATES (ANGSTROEM)
N1 1.893 -1.052 -0.290
N2 -1.491 -0.333 -0.569
N3 0.289 0.954 0.481
O1 -0.016 2.146 0.500
O2 1.767 -1.541 0.845
S1 1.193 0.291 -0.822
H1 -2.106 0.461 -0.396
H2 -1.530 -0.927 0.252

---

Most stable to least stable, the ends of the list are model w and model y.

---

Model w:
Entry from the Open Molecules 2025 dataset: 2 unconnected molecules or ions with the total composition H2N3O2S (ωB97M-V/def2-TZVPD).

The multiplicity is 1. As for the HOMO-LUMO gap: 7.4 eV. The total charge is -1. The LUMO energy is 4.165 eV.

CARTESIAN COORDINATES (ANGSTROEM)
N1 -0.366 1.489 -1.478
N2 -0.692 -0.739 1.329
N3 0.348 1.087 -0.588
O1 0.449 -1.148 1.543
O2 1.231 0.019 -0.751
S1 -1.879 -1.077 2.401
H1 -0.263 0.949 -2.501
H2 1.173 -0.580 0.046

---

Model x:
Entry from the Open Molecules 2025 dataset: 2 unconnected molecules or ions with the total composition H2N3O2S (ωB97M-V/def2-TZVPD).

The multiplicity is 1. As for the HOMO-LUMO gap: 7.8 eV. The total charge is -1. The LUMO energy is 4.042 eV.

CARTESIAN COORDINATES (ANGSTROEM)
N1 0.706 -0.239 1.574
N2 -0.086 0.052 -0.905
N3 -1.209 0.527 -1.245
O1 -1.432 0.465 -2.488
O2 1.613 0.589 1.866
S1 -0.041 -1.100 2.715
H1 0.037 0.010 0.094
H2 0.411 -0.304 -1.612

---

Most stable to least stable, the ends of the list are model x and model w.

---

Model w:
Entry from the Open Molecules 2025 dataset: a molecular structure, H2N3O2S (ωB97M-V/def2-TZVPD).

The multiplicity is 1. As for the HOMO-LUMO gap (alpha / beta): 7.2 / 7.2 eV. The total charge is -1. The LUMO energy (alpha / beta) is 4.030 / 4.030 eV.

CARTESIAN COORDINATES (ANGSTROEM)
N1 -1.481 0.000 -0.053
N2 0.194 0.625 0.233
N3 1.055 -0.345 0.238
O1 0.349 1.813 0.117
O2 2.228 0.033 0.228
S1 0.643 -1.893 0.243
H1 -1.154 -0.943 -0.248
H2 -1.836 0.709 -0.757

---

Model x:
Entry from the Open Molecules 2025 dataset: a gas-phase ion, H2N3O2S (charge -1) (ωB97M-V/def2-TZVPD).

The SMILES is [H]/N=N/[N+]([O-])([O-])S. The multiplicity is 1. As for the HOMO-LUMO gap: 7.3 eV. The total charge is -1. The LUMO energy is 3.981 eV.

CARTESIAN COORDINATES (ANGSTROEM)
N1 0.516 -0.573 -0.057
N2 0.539 -0.801 -1.220
N3 -1.081 -1.009 -1.712
O1 -1.446 0.130 -1.837
O2 -1.167 -1.908 -2.510
S1 -1.970 -1.574 -0.135
H1 -1.025 -1.262 0.761
H2 1.511 -0.253 0.109

---

Most stable to least stable, the ends of the list are model w and model x.